[1]
{
  "formula": "C34H43Cl2N8OSSeZn",
  "method": "the ωB97M-V functional and the def2-TZVPD basis",
  "species": ["Se", "Zn", "Cl", "Cl", "S", "O", "N", "N", "N", "N", "N", "N", "N", "N", "C", "C", "C", "C", "C", "C", "C", "C", "C", "C", "C", "C", "C", "C", "C", "C", "C", "C", "C", "C", "C", "C", "C", "C", "C", "C", "C", "C", "C", "C", "C", "C", "C", "C", "H", "H", "H", "H", "H", "H", "H", "H", "H", "H", "H", "H", "H", "H", "H", "H", "H", "H", "H", "H", "H", "H", "H", "H", "H", "H", "H", "H", "H", "H", "H", "H", "H", "H", "H", "H", "H", "H", "H", "H", "H", "H", "H"],
  "coordinates": [[-1.184, 0.632, 2.284], [-0.186, 1.603, 0.195], [4.361, 2.053, 2.409], [1.602, 2.854, 3.041], [-1.922, 3.166, -0.361], [0.947, 5.644, -4.705], [-0.753, -2.023, 1.269], [-1.763, 1.303, -2.397], [1.292, 0.050, -0.184], [-0.751, 0.790, -1.672], [0.586, -1.533, 2.925], [1.466, 2.987, -0.206], [1.302, 4.312, -2.281], [-3.304, 2.930, -2.579], [0.180, -4.322, 0.754], [-0.636, -1.015, 5.740], [0.804, -1.378, 5.382], [-4.638, -0.975, 1.417], [0.077, -3.123, 1.448], [1.764, -1.832, -1.560], [-0.930, -2.179, -5.822], [1.370, 3.618, -1.178], [1.175, -5.192, 1.161], [1.251, -0.839, 4.028], [-1.638, -1.476, -3.633], [1.026, -0.689, -1.272], [-1.900, -2.122, -4.831], [0.578, -0.958, -4.407], [2.035, -4.878, 2.222], [-0.805, 0.452, 6.113], [-0.422, -1.071, 2.163], [-3.838, -2.196, 1.853], [0.927, -2.813, 2.503], [-3.031, -2.820, 0.716], [3.209, 3.386, 2.538], [0.309, -1.591, -5.611], [-2.318, 2.375, -1.846], [0.764, 6.345, -3.488], [1.972, 4.682, -4.581], [2.817, -2.181, -0.728], [1.927, -3.685, 2.914], [2.312, -0.279, 0.603], [-0.093, -0.219, -2.128], [1.608, 3.629, -3.553], [-0.392, -0.896, -3.409], [0.309, 5.407, -2.391], [-1.832, -1.986, 0.280], [3.113, -1.383, 0.365], [-0.510, 1.116, 5.298], [2.591, -3.448, 3.734], [3.937, -1.609, 1.027], [-1.408, -2.364, -0.654], [3.401, -3.067, -0.936], [3.586, 4.086, 3.273], [2.325, -0.970, 3.883], [-1.300, -1.272, 4.907], [0.936, -2.463, 5.391], [1.698, 6.842, -3.198], [3.097, 3.824, 1.554], [2.099, 4.218, -5.557], [2.440, 2.944, -3.390], [-5.349, -1.241, 0.632], [1.067, -1.624, -6.383], [-0.955, -1.642, 6.575], [-2.099, -0.941, 0.129], [-2.406, -1.405, -2.873], [-3.996, -0.177, 1.039], [-3.870, 3.656, -2.182], [-1.843, 0.679, 6.356], [1.549, -0.503, -4.244], [2.483, 0.376, 1.451], [0.005, 7.103, -3.666], [-5.206, -0.562, 2.250], [-0.481, -4.566, -0.067], [0.238, 5.911, -1.429], [-0.198, 0.699, 6.986], [1.291, -6.139, 0.652], [1.482, -0.978, 6.141], [-3.607, 2.451, -3.412], [-3.677, -2.956, -0.157], [1.514, -2.433, -2.422], [-3.169, -1.935, 2.679], [0.728, 3.064, -3.878], [2.913, 5.168, -4.294], [-1.142, -2.678, -6.758], [2.796, -5.590, 2.510], [1.028, 0.221, 3.916], [-0.668, 4.981, -2.631], [-2.682, -3.817, 0.998], [-4.517, -2.953, 2.250], [-2.869, -2.574, -4.997]],
  "total_charge": 1,
  "spin_multiplicity": 1,
  "e_above_lowest_kcal_mol": 3.0
}


[2]
{
  "formula": "H4O2",
  "method": "the ωB97M-V functional and the def2-TZVPD basis",
  "species": ["O", "O", "H", "H", "H", "H"],
  "coordinates": [[-0.961, -0.056, -0.189], [1.549, -0.154, -0.170], [1.753, 0.662, 0.239], [-1.324, -0.849, 0.276], [-1.580, 0.624, -0.081], [0.564, -0.227, -0.075]],
  "total_charge": 0,
  "spin_multiplicity": 1,
  "e_above_lowest_kcal_mol": 8.2,
  "smiles": "O.O"
}


[3]
{
  "formula": "C5H11O2",
  "method": "the ωB97M-V functional and the def2-TZVPD basis",
  "species": ["O", "O", "C", "C", "C", "C", "C", "H", "H", "H", "H", "H", "H", "H", "H", "H", "H", "H"],
  "coordinates": [[-1.684, -0.508, -1.215], [0.012, -1.587, 0.168], [-1.010, 0.282, -2.109], [0.409, -0.516, 0.974], [2.193, -0.855, 2.707], [0.948, -1.039, 2.274], [-1.263, 1.783, -1.895], [-0.795, -1.191, -0.489], [2.509, -1.278, 3.654], [-2.318, 2.030, -2.055], [0.091, 0.136, -2.040], [1.194, 0.077, 0.476], [-1.034, 2.040, -0.860], [2.902, -0.303, 2.103], [0.252, -1.607, 2.886], [-0.454, 0.129, 1.194], [-1.281, 0.042, -3.160], [-0.672, 2.364, -2.613]],
  "total_charge": -1,
  "spin_multiplicity": 1,
  "e_above_lowest_kcal_mol": 52.2
}


| no. | E_tot (eV) | E_HOMO (eV) | LUMO (Eh) |
| --- | --- | --- | --- |
| 1 | -199567.002 | -10.314 | -0.1029 |
| 2 | -4159.585 | -10.398 | 0.0189 |
| 3 | -9457.765 | -3.622 | 0.1456 |